[1]
Entry from the Open Molecules 2025 dataset: a molecular structure, C33H31InN4O3S3Sb (ωB97M-V/def2-TZVPD).

XYZ file:
```
76
C33H31InN4O3S3Sb (ωB97M-V/def2-TZVPD)
In -0.0542 -0.3555 0.2038
C -0.6389 0.4684 3.6144
C -1.2905 1.4797 2.7219
C -2.1929 2.4028 3.2337
C -2.7647 3.3369 2.3947
C -2.3878 3.3687 1.0647
C -1.4720 2.4351 0.6188
N -0.9712 1.4901 1.4162
C -0.9389 2.4781 -0.7846
C -1.2465 3.5171 -1.6421
C -0.6584 3.5412 -2.8908
C 0.2131 2.5355 -3.2535
C 0.4641 1.5068 -2.3577
N -0.0985 1.5048 -1.1386
C 1.3853 0.3870 -2.7112
C 1.6699 0.0801 -4.0306
C 2.5418 -0.9646 -4.2778
C 3.0905 -1.6537 -3.2129
C 2.7299 -1.3071 -1.9160
C 3.2791 -2.0405 -0.7290
N 1.8853 -0.2940 -1.6844
H -0.7042 0.7924 4.6514
H 0.4080 0.3471 3.3473
H -1.1217 -0.5091 3.5458
H -2.4349 2.3735 4.2874
H -3.4888 4.0477 2.7731
H -2.8200 4.0919 0.3921
H -1.9299 4.2960 -1.3461
H -0.8729 4.3506 -3.5760
H 0.7101 2.5562 -4.2120
H 1.1959 0.6066 -4.8462
H 2.7801 -1.2449 -5.2957
H 3.7768 -2.4746 -3.3733
H 4.0568 -1.4470 -0.2394
H 3.7047 -2.9994 -1.0247
H 2.5134 -2.2134 0.0226
S -3.3778 -2.6406 0.2675
Sb -4.2521 -0.3522 0.4605
S -2.2906 -1.4771 1.6338
S -3.3310 0.7632 -1.2605
C 2.7601 2.5751 -0.3640
O 2.0074 3.5013 0.4100
C 1.6229 3.1582 1.6726
C 0.4966 3.8310 2.1408
C -0.0154 3.5848 3.4021
C 0.5975 2.6332 4.2125
C 1.7289 1.9788 3.7585
C 2.2778 2.2416 2.5008
N 3.5207 1.6668 2.1538
C 4.0049 0.4950 2.7032
C 3.2563 -0.6815 2.9418
C 3.7779 -1.6487 3.8322
C 3.1212 -2.8272 4.1280
C 1.8804 -3.0766 3.5329
C 1.3636 -2.1446 2.6383
C 2.0322 -0.9660 2.3067
O 1.6211 -0.1002 1.3694
H 2.5215 2.7951 -1.4047
H 2.4885 1.5489 -0.1298
H 3.8329 2.7127 -0.2221
H 0.0340 4.5490 1.4739
H -0.8861 4.1290 3.7475
H 0.2137 2.4206 5.2030
H 2.2445 1.2613 4.3867
H 4.2102 2.2907 1.7759
H 5.0516 0.5066 2.9874
H 4.7270 -1.4282 4.3108
H 3.5560 -3.5360 4.8212
H 1.3259 -3.9795 3.7556
H 0.4049 -2.3475 2.1678
C -0.1040 -3.4554 -0.8303
C -0.3399 -2.0124 -1.2525
O -0.5869 -1.7480 -2.4011
H -1.0453 -3.9999 -0.9144
H 0.2609 -3.5301 0.1939
H 0.6127 -3.9116 -1.5175
```

Results
E: -3345.81281 Eh
energy above the lowest of the compared OMol25 structures with the same formula, charge and spin: 27.5 kcal per mole
molar mass: 864.4 g/mol
Kohn-Sham gap (spin up / spin down): 5.188 / 6.731 eV
2S+1: 2

[2]
Entry from the Open Molecules 2025 dataset: a molecular structure, C45H31F6N11O6S2SrTe (ωB97M-V/def2-TZVPD).

XYZ file:
```
103
C45H31F6N11O6S2SrTe (ωB97M-V/def2-TZVPD)
Sr -0.9183 -1.8669 -0.0064
O -1.5059 0.6695 3.7884
C -1.1859 0.0228 2.5101
N -0.3459 -1.0875 2.4366
C 0.7514 -1.0289 3.2177
O 1.0878 -0.1405 4.0007
C 1.6830 -2.2184 3.1377
C 2.1804 -2.7508 4.3256
C 3.1195 -3.7599 4.2592
C 3.5489 -4.1941 3.0110
C 2.9941 -3.6043 1.8905
N 2.0739 -2.6411 1.9414
C -2.6063 -0.1468 1.8701
C -3.7613 -0.1400 2.6451
C -4.9968 -0.2331 2.0248
C -5.0741 -0.3006 0.6426
C -3.8857 -0.2940 -0.0594
N -2.6983 -0.2178 0.5412
H 1.8306 -2.3530 5.2676
H 3.5253 -4.1961 5.1631
H 4.3006 -4.9651 2.9084
H 3.3077 -3.9143 0.8971
H -3.6773 -0.0626 3.7178
H -5.8973 -0.2466 2.6254
H -6.0194 -0.3765 0.1246
H -3.8729 -0.3557 -1.1426
C -0.1277 2.7050 4.0057
C -1.1187 1.9228 3.2177
N -0.5545 1.2840 2.0228
C 0.7909 1.5188 1.6900
C 1.3379 2.6312 2.2522
N 0.9463 3.1360 3.4897
C 1.6620 0.7262 0.7503
C 3.0215 1.0883 0.7453
C 3.8920 0.5970 -0.2027
C 3.4189 -0.3888 -1.0591
C 2.1301 -0.8523 -0.8873
N 1.2490 -0.2779 -0.0427
C 1.8567 -2.1952 -1.5196
C 2.4827 -2.6462 -2.6873
N 2.5543 -3.9297 -3.0025
C 1.9653 -4.8006 -2.1870
C 1.2151 -4.3692 -1.1057
N 1.1908 -3.0815 -0.7801
C 5.2971 1.0645 -0.2616
C 5.6459 2.3493 0.1409
C 6.9687 2.7522 0.0474
N 7.9464 1.9805 -0.4190
C 7.6097 0.7533 -0.8047
C 6.3194 0.2520 -0.7419
H -0.3345 2.8842 5.0576
H -2.0003 2.5337 2.9770
H 2.1942 3.1266 1.8286
H 3.4035 1.7340 1.5151
H 4.0673 -0.8392 -1.7959
H 2.9261 -1.9427 -3.3834
H 2.0853 -5.8533 -2.4105
H 0.6374 -5.0486 -0.4916
H 4.9003 3.0468 0.4981
H 7.2532 3.7510 0.3586
H 8.4132 0.1323 -1.1849
H 6.1316 -0.7704 -1.0417
F -0.3256 -3.4841 -4.0407
C -1.6225 -3.7340 -3.9116
F -2.2585 -3.3174 -4.9968
F -1.8076 -5.0340 -3.7617
S -2.3106 -2.7945 -2.4611
O -1.5084 -1.5630 -2.4276
O -3.7152 -2.6783 -2.6641
N -1.8246 -3.8074 -1.2469
S -2.7033 -4.0493 0.1574
O -3.9336 -3.3264 0.1745
O -1.8117 -3.8874 1.2945
C -3.0813 -5.8469 -0.0405
F -3.8261 -6.2420 0.9805
F -1.9524 -6.5427 -0.0663
F -3.7389 -6.0257 -1.1722
N 0.7928 0.9493 -3.6593
C 1.4982 1.6871 -3.0963
H 0.0148 0.4011 -3.9702
Te -0.8452 2.4143 -0.9333
C -1.5230 3.3292 -2.7226
C -0.7580 4.2991 -3.3621
C -1.2096 4.8865 -4.5367
C -2.4309 4.5130 -5.0791
C -3.1996 3.5461 -4.4465
C -2.7438 2.9530 -3.2767
C -2.1328 3.5416 0.3034
C -1.5899 4.5485 1.0964
C -2.3973 5.2615 1.9736
C -3.7536 4.9794 2.0559
C -4.3003 3.9799 1.2621
C -3.4910 3.2577 0.3954
H 0.1962 4.5942 -2.9438
H -0.6056 5.6396 -5.0268
H -2.7823 4.9731 -5.9938
H -4.1533 3.2492 -4.8648
H -3.3417 2.1881 -2.7950
H -0.5319 4.7723 1.0337
H -1.9626 6.0359 2.5930
H -4.3841 5.5381 2.7356
H -5.3587 3.7577 1.3196
H -3.9215 2.4659 -0.2049
```

Results
E: -4481.46598 Eh
energy above the lowest of the compared OMol25 structures with the same formula, charge and spin: 0.0 kcal per mole
molar mass: 1215.2 g/mol
Kohn-Sham gap: 6.675 eV

[3]
Entry from the Open Molecules 2025 dataset: a molecular structure, C5H9NO (ωB97M-V/def2-TZVPD).

XYZ file:
```
16
C5H9NO (ωB97M-V/def2-TZVPD)
C 1.8066 0.1219 0.6910
C 0.7367 -0.1126 -0.3665
N -0.2371 -1.3066 -0.2466
C -0.9628 -0.4843 0.8227
C -0.6409 0.5493 -0.2866
O -1.0216 1.8663 -0.4695
C -1.1120 -0.5801 -1.2140
H 2.5718 -0.6579 0.6387
H 2.3049 1.0827 0.5070
H 1.4196 0.1543 1.7140
H 1.1895 -0.0919 -1.3649
H -0.3637 -0.7870 1.6633
H -2.0397 -0.6211 0.9969
H -0.7404 2.4086 0.2755
H -0.7611 -0.6272 -2.2464
H -2.1498 -0.9143 -1.1148
```

Results
E: -325.79543 Eh
energy above the lowest of the compared OMol25 structures with the same formula, charge and spin: 89.2 kcal per mole
molar mass: 99.1 g/mol
Kohn-Sham gap: 10.245 eV

[4]
Entry from the Open Molecules 2025 dataset: a molecular structure, C3H5NS4 (ωB97M-V/def2-TZVPD).

XYZ file:
```
13
C3H5NS4 (ωB97M-V/def2-TZVPD)
C -1.1203 -0.7296 -0.5934
C -0.4601 -0.2032 -1.7889
C 1.2401 0.2428 0.8321
H -2.0364 1.3503 0.0920
H -2.1025 -1.1248 -0.8653
H -0.5324 -1.5610 -0.1945
H 2.4905 2.0531 0.1526
H -0.0140 -1.5753 1.4828
N 0.0428 0.2224 -2.7398
S -1.2593 0.4829 0.7559
S 2.1040 1.6725 1.3770
S 0.5404 -0.5940 2.2099
S 1.1072 -0.2361 -0.7203
```

Results
E: -1764.59149 Eh
energy above the lowest of the compared OMol25 structures with the same formula, charge and spin: 129.7 kcal per mole
molar mass: 183.3 g/mol
Kohn-Sham gap: 7.611 eV

[5]
Entry from the Open Molecules 2025 dataset: a molecular structure, C31H26Cl64FN2O3S (ωB97M-V/def2-TZVPD).

XYZ file:
```
128
C31H26Cl64FN2O3S (ωB97M-V/def2-TZVPD)
C 1.2712 -5.2675 -5.0117
O 1.4301 -6.5436 -4.3610
C 0.3828 -6.7941 -3.3966
C -1.0127 -7.2352 -4.0560
C -1.9333 -5.9240 -4.2979
C -3.4441 -6.4009 -4.5536
C -4.2118 -5.6379 -5.7294
C -4.1196 -4.0383 -5.6877
C -4.1129 -3.4181 -4.2145
C -5.1015 -3.9400 -3.1590
N -5.0755 -3.4139 -1.8677
N -4.1885 -2.4771 -1.6114
C -4.2166 -2.0117 -0.1685
S -4.4270 -0.1589 -0.0638
O -3.0476 0.4503 0.1128
O -5.1411 0.3940 -1.2830
C -3.2122 -1.8088 -2.4086
C -3.1114 -2.2846 -3.9053
C -2.0901 -1.6499 -4.9538
C -0.5527 -2.0695 -4.7713
C 0.0042 -1.9453 -3.2913
F -0.1548 -0.5724 -2.8390
H 0.9035 -4.5276 -4.2060
H 0.4999 -5.3812 -5.8610
H 2.2205 -4.8562 -5.4790
H 0.1663 -5.8833 -2.7191
H 0.7983 -7.5936 -2.6803
H -1.4985 -7.9929 -3.3602
H -0.7816 -7.7759 -5.0349
H -1.5738 -5.3218 -5.1927
H -1.9259 -5.2283 -3.3802
H -4.0311 -6.3957 -3.5610
H -3.3937 -7.5106 -4.8564
H -3.7004 -5.9616 -6.7096
H -5.3084 -5.9519 -5.8546
H -4.9283 -3.5878 -6.3625
H -3.1213 -3.7481 -6.1777
H -5.8537 -4.7593 -3.4262
H -5.0967 -2.4840 0.3974
H -3.2721 -2.3820 0.3831
H -5.1773 0.2481 1.0367
H -2.5289 -0.9855 -1.9864
H -2.4462 -1.8339 -6.0319
H -2.1556 -0.5065 -4.8205
H -0.4183 -3.0916 -5.2502
H 0.0656 -1.3328 -5.4066
H 1.1100 -2.2460 -3.2481
H -0.5554 -2.6471 -2.5858
C -5.7991 3.7886 -2.5811
Cl -7.2027 2.7596 -2.9370
Cl -4.3145 2.9676 -3.1053
Cl -5.9604 5.3309 -3.4498
Cl -5.7192 4.0958 -0.8331
C 0.2906 -1.4709 0.4711
Cl -1.1240 -2.4860 0.1104
Cl 1.7635 -2.2974 -0.0929
Cl 0.1155 0.0746 -0.3682
Cl 0.3985 -1.1889 2.2209
C -4.7487 -5.5786 -9.7712
Cl -3.0203 -5.6719 -9.3665
Cl -5.4538 -4.1245 -9.0296
Cl -4.9387 -5.4941 -11.5327
Cl -5.5807 -7.0206 -9.1534
C 3.9019 -2.5439 4.1195
Cl 3.5610 -0.9814 4.9040
Cl 5.6504 -2.7068 3.8595
Cl 3.3302 -3.8716 5.1514
Cl 3.0607 -2.6119 2.5562
C 5.1015 0.9745 1.2457
Cl 3.6827 -0.0419 0.9015
Cl 6.5682 0.1487 0.6812
Cl 4.9346 2.5289 0.4024
Cl 5.2202 1.2609 2.9932
C 3.6009 -2.2604 9.1906
Cl 1.9465 -2.5724 9.7600
Cl 3.5536 -1.6957 7.5056
Cl 4.3538 -1.0169 10.2112
Cl 4.5518 -3.7574 9.2815
C -5.6853 7.6288 0.8623
Cl -5.8045 7.3774 -0.8916
Cl -4.2181 6.8353 1.4751
Cl -5.6054 9.3677 1.2104
Cl -7.1118 6.9310 1.6580
C 8.6961 -4.3378 8.5532
Cl 8.4755 -4.0376 10.2897
Cl 8.9337 -6.0765 8.2783
Cl 7.2551 -3.7902 7.6712
Cl 10.1195 -3.4472 7.9742
C -4.6514 2.9864 -7.0172
Cl -4.7693 2.7330 -8.7708
Cl -3.1836 2.1939 -6.4019
Cl -4.5720 4.7256 -6.6744
Cl -6.0782 2.2905 -6.2208
C 8.9685 0.6005 -2.6448
Cl 7.3563 0.7247 -3.3809
Cl 9.3851 2.1426 -1.8692
Cl 8.9641 -0.6921 -1.4264
Cl 10.1658 0.2260 -3.9007
C -4.2496 11.2673 4.8854
Cl -4.9131 12.6454 3.9827
Cl -5.1944 11.0208 6.3686
Cl -4.3373 9.8067 3.8781
Cl -2.5544 11.5933 5.3088
C 11.9256 -1.6240 -7.5496
Cl 10.2755 -1.9443 -6.9751
Cl 11.8660 -1.0396 -9.2254
Cl 12.6822 -0.3907 -6.5191
Cl 12.8783 -3.1207 -7.4779
C 9.2647 -4.7303 3.9275
Cl 9.1098 -4.9747 2.1746
Cl 10.7405 -5.5280 4.5089
Cl 9.3541 -2.9907 4.2767
Cl 7.8528 -5.4254 4.7492
C -4.2716 15.1220 7.3320
Cl -5.8719 15.2394 6.5697
Cl -3.8654 16.6728 8.0968
Cl -4.2963 13.8445 8.5645
Cl -3.0545 14.7325 6.0985
C -7.0154 14.2472 12.0635
Cl -6.7594 14.9853 10.4692
Cl -6.8649 12.4822 11.9289
Cl -5.7977 14.8599 13.2018
Cl -8.6387 14.6596 12.6543
C 6.2908 2.4580 11.7138
Cl 8.0186 2.3696 12.1134
Cl 5.5907 3.9230 12.4325
Cl 6.0926 2.5106 9.9495
Cl 5.4600 1.0267 12.3595
```

Results
total charge: +1
E: -31481.65041 Eh
energy above the lowest of the compared OMol25 structures with the same formula, charge and spin: 0.0 kcal per mole
molar mass: 2794.6 g/mol
Kohn-Sham gap: 7.221 eV

[6]
Entry from the Open Molecules 2025 dataset: a molecular structure, C29H38F6GeN5O4S2ScSi (ωB97M-V/def2-TZVPD).

XYZ file:
```
87
C29H38F6GeN5O4S2ScSi (ωB97M-V/def2-TZVPD)
Sc 0.0410 0.0574 0.7406
C -2.3612 -1.9672 0.5701
N -1.1213 -1.9164 1.3893
C -0.4544 -3.2434 1.2205
C 1.0429 -3.0841 1.2417
C 1.8986 -4.1552 1.3963
C 3.2715 -3.9482 1.3806
C 3.7044 -2.6457 1.2971
C 2.8042 -1.6242 1.1712
N 1.4889 -1.8195 1.0912
C -1.4754 -1.6423 2.7504
C -2.2996 -0.3865 2.9299
C -3.3073 -0.2978 3.8537
C -4.1137 0.8304 3.8786
C -3.8291 1.8867 3.0511
C -2.7527 1.7407 2.1573
N -2.0016 0.6194 2.1226
C -1.8791 -1.9645 -0.8346
C -2.4678 -2.6601 -1.8731
C -1.8820 -2.6366 -3.1608
C -0.5896 -2.1061 -3.1957
C -0.0114 -1.4483 -2.1416
N -0.9233 -0.8829 -1.1110
H -2.9151 -2.8695 0.8193
H -3.0008 -1.0757 0.7818
H -0.7469 -3.8696 2.0752
H -0.7978 -3.6866 0.2572
H 1.4409 -5.1350 1.5381
H 3.9271 -4.8131 1.4570
H 4.7800 -2.4154 1.3534
H 3.1124 -0.6046 1.0157
H -2.0531 -2.4899 3.1326
H -0.5852 -1.5727 3.3661
H -3.4591 -1.1520 4.4796
H -4.9517 0.8813 4.5891
H -4.4440 2.7582 3.0298
H -2.4851 2.5296 1.4648
H -3.3006 -3.3383 -1.6697
H -2.2321 -3.2984 -3.9373
H 0.0263 -2.4383 -4.0193
H 1.0241 -1.2015 -2.0635
F 3.6068 1.4117 2.9105
C 2.8909 1.4481 4.0216
F 3.1798 2.5213 4.7051
F 3.1760 0.3735 4.7652
S 1.0877 1.5493 3.6023
O 0.8515 0.3977 2.7169
O 0.3693 1.5382 4.8402
N 1.1758 2.8974 2.8547
S 0.3163 3.3589 1.6515
O -0.1692 2.2899 0.8007
O -0.6733 4.3637 1.9568
C 1.6487 4.2212 0.7287
F 1.9456 5.3115 1.4554
F 2.7141 3.4155 0.7373
F 1.3825 4.5257 -0.5051
C -4.6943 -0.0052 -1.3508
Ge -3.3155 0.6147 -2.6280
C -3.4803 -0.3143 -4.3227
C -3.4601 2.5700 -2.7707
C -1.5941 0.4624 -1.6463
H -5.7102 0.2762 -1.6232
H -4.4407 0.4187 -0.4005
H -4.7311 -1.0931 -1.2756
H -4.2921 0.1849 -4.8964
H -3.7330 -1.3410 -4.1017
H -2.5847 -0.3028 -4.9247
H -4.4857 2.9155 -2.9029
H -2.8844 2.9139 -3.6495
H -3.0873 3.0461 -1.8717
H -0.8671 1.0277 -2.2055
H -1.7593 1.0187 -0.7307
C 3.8714 0.1593 -3.8000
Si 4.2292 1.0557 -2.1944
C 5.4242 0.1255 -1.1487
C 4.7501 2.8239 -2.3729
C 2.6965 0.9956 -1.2427
C 1.6763 0.6643 -0.6426
H 4.7338 0.0061 -4.4120
H 3.1274 0.7215 -4.3477
H 3.4499 -0.8221 -3.5652
H 6.3752 0.0086 -1.5790
H 5.0477 -0.8743 -0.9437
H 5.5867 0.5836 -0.1850
H 5.6905 2.9516 -2.8849
H 4.8385 3.1859 -1.3306
H 3.9990 3.4847 -2.8867
```

Results
E: -6225.31058 Eh
energy above the lowest of the compared OMol25 structures with the same formula, charge and spin: 20.7 kcal per mole
molar mass: 844.4 g/mol
Kohn-Sham gap: 5.495 eV

| no. | F_max (eV Å⁻¹) |
| --- | --- |
| 1 | 1.5 |
| 2 | 3.7 |
| 3 | 1.7 |
| 4 | 9.7 |
| 5 | 6.6 |
| 6 | 2.3 |